{"formula": "C25H20F25NO5", "method": "ωB97M-V with the def2-TZVPD basis set", "smiles": "C[C@@H](F)c1cccc2c1C(=O)NC2=O.FC(F)C(F)(F)COC(F)(F)C(F)F.FC(F)C(F)(F)COC(F)(F)C(F)F.FC(F)C(F)(F)COC(F)(F)C(F)F", "lumo_energy_ev": -0.53, "largest_force_ev_per_a": 0.9, "charge": 0, "symbols": ["C", "C", "F", "C", "C", "C", "C", "C", "C", "C", "O", "N", "C", "O", "H", "H", "H", "H", "H", "H", "H", "H", "F", "C", "F", "C", "F", "F", "C", "O", "C", "F", "F", "C", "F", "F", "H", "H", "H", "H", "F", "C", "F", "C", "F", "F", "C", "O", "C", "F", "F", "C", "F", "F", "H", "H", "H", "H", "F", "C", "F", "C", "F", "F", "C", "O", "C", "F", "F", "C", "F", "F", "H", "H", "H", "H"], "xyz": [[4.896, -2.043, -0.514], [6.397, -2.021, -0.588], [6.837, -0.745, -0.247], [7.073, -3.010, 0.330], [7.800, -2.580, 1.445], [8.431, -3.489, 2.311], [8.362, -4.862, 2.086], [7.651, -5.281, 0.972], [7.024, -4.390, 0.111], [6.412, -5.178, -0.989], [5.739, -4.814, -1.907], [6.719, -6.554, -0.752], [7.431, -6.659, 0.477], [7.718, -7.685, 1.005], [4.492, -2.913, -1.010], [4.528, -1.175, -1.057], [4.521, -1.975, 0.502], [6.728, -2.208, -1.609], [7.885, -1.531, 1.670], [8.982, -3.114, 3.158], [8.851, -5.580, 2.723], [7.225, -6.959, -1.533], [-0.221, -1.490, 0.216], [0.791, -1.799, 1.059], [1.761, -0.870, 0.895], [1.362, -3.179, 0.739], [1.912, -3.171, -0.492], [2.370, -3.361, 1.642], [0.430, -4.392, 0.894], [-0.160, -4.907, -0.282], [-1.375, -4.468, -0.743], [-1.982, -3.633, 0.119], [-2.169, -5.553, -0.874], [-1.255, -3.849, -2.138], [-0.423, -2.787, -2.112], [-2.475, -3.428, -2.532], [0.432, -1.747, 2.090], [1.084, -5.195, 1.231], [-0.303, -4.240, 1.687], [-0.874, -4.588, -2.846], [-2.086, 4.347, -2.147], [-1.359, 5.350, -1.615], [-0.756, 6.013, -2.630], [-0.281, 4.818, -0.668], [0.612, 4.072, -1.351], [0.369, 5.932, -0.220], [-0.748, 4.071, 0.590], [-0.705, 2.655, 0.570], [-1.757, 1.905, 0.123], [-2.829, 2.661, -0.179], [-2.121, 1.082, 1.136], [-1.353, 1.006, -1.045], [-0.922, 1.750, -2.086], [-2.436, 0.302, -1.451], [-2.023, 6.041, -1.089], [-0.018, 4.337, 1.353], [-1.710, 4.443, 0.942], [-0.566, 0.320, -0.746], [-6.952, 3.313, 1.700], [-5.689, 3.519, 1.281], [-4.888, 3.583, 2.373], [-5.568, 4.840, 0.518], [-5.834, 5.880, 1.334], [-4.246, 4.915, 0.177], [-6.349, 4.984, -0.798], [-7.560, 5.713, -0.759], [-8.768, 5.113, -0.512], [-8.677, 3.773, -0.462], [-9.587, 5.421, -1.541], [-9.425, 5.683, 0.748], [-8.641, 5.478, 1.824], [-10.602, 5.051, 0.948], [-5.365, 2.682, 0.658], [-5.704, 5.591, -1.432], [-6.463, 4.026, -1.306], [-9.600, 6.754, 0.628]]}

***

{"formula": "C29H32NNdO4S", "method": "ωB97M-V with the def2-TZVPD basis set", "lumo_energy_ev": [0.10, 0.16], "largest_force_ev_per_a": 2.6, "s_squared": 3.76, "charge": 0, "multiplicity": 4, "symbols": ["C", "C", "C", "H", "C", "C", "H", "C", "C", "C", "H", "C", "C", "H", "H", "H", "H", "H", "H", "Nd", "C", "C", "C", "H", "H", "H", "H", "H", "H", "C", "C", "H", "H", "O", "N", "C", "H", "C", "C", "H", "C", "H", "C", "H", "C", "H", "C", "H", "H", "H", "C", "C", "C", "C", "C", "C", "C", "S", "O", "O", "O", "H", "H", "H", "H", "H", "H", "H"], "xyz": [[2.429, -0.037, 0.789], [2.270, -0.814, -0.392], [1.890, 0.055, -1.442], [2.512, -1.870, -0.489], [1.782, 1.378, -0.912], [2.133, 1.321, 0.463], [1.600, 2.286, -1.489], [-1.369, -2.145, 1.436], [-0.110, -2.585, 0.915], [-0.211, -2.635, -0.506], [0.758, -2.872, 1.501], [-1.525, -2.229, -0.879], [-2.248, -1.929, 0.332], [1.837, -0.207, -2.499], [2.284, 2.181, 1.109], [2.910, -0.395, 1.693], [-3.299, -1.629, 0.393], [0.570, -2.939, -1.202], [-1.636, -2.078, 2.493], [-0.239, -0.035, 0.286], [-1.912, -1.720, -2.266], [-3.434, -1.729, -2.453], [-1.177, -2.420, -3.413], [-3.837, -2.728, -2.231], [-3.683, -1.498, -3.497], [-3.925, -0.982, -1.811], [-1.331, -3.509, -3.399], [-0.093, -2.219, -3.411], [-1.575, -2.034, -4.363], [-1.373, -0.269, -2.210], [-2.013, 0.895, -2.966], [-0.275, -0.287, -2.376], [-1.704, 0.099, -1.198], [-2.857, 1.522, -2.306], [-1.407, 1.283, -4.175], [-0.233, 2.192, -3.977], [-2.105, 1.719, -4.778], [1.065, 1.634, -4.503], [2.250, 2.351, -4.279], [2.188, 3.330, -3.795], [3.474, 1.815, -4.676], [4.393, 2.359, -4.453], [3.509, 0.596, -5.366], [4.471, 0.186, -5.683], [2.321, -0.093, -5.643], [2.340, -1.032, -6.198], [1.092, 0.428, -5.208], [0.147, -0.074, -5.435], [-0.125, 2.397, -2.896], [-0.452, 3.161, -4.460], [-0.992, 0.861, 9.081], [-0.741, 0.761, 7.604], [-0.553, -0.497, 7.024], [-0.226, -0.622, 5.677], [-0.115, 0.536, 4.901], [-0.351, 1.803, 5.447], [-0.678, 1.905, 6.796], [0.573, 0.459, 3.281], [1.646, 1.430, 3.261], [0.915, -0.942, 3.024], [-0.581, 0.875, 2.368], [-1.882, 0.290, 9.376], [-0.145, 0.449, 9.645], [-1.139, 1.901, 9.384], [-0.647, -1.386, 7.651], [-0.036, -1.597, 5.234], [-0.256, 2.694, 4.828], [-0.871, 2.883, 7.241]]}

***

{"formula": "C8H5ClO2S2", "method": "ωB97M-V with the def2-TZVPD basis set", "smiles": "O=C1c2cc(Cl)ccc2OC1(S)S", "e_above_lowest_kj_mol": 0.0, "lumo_energy_ev": -0.69, "largest_force_ev_per_a": 4.7, "charge": 0, "symbols": ["O", "C", "C", "C", "C", "Cl", "C", "C", "C", "O", "C", "S", "S", "H", "H", "H", "H", "H"], "xyz": [[0.312, -2.403, -1.345], [0.170, -1.264, -1.018], [-0.617, -0.671, 0.056], [-1.519, -1.403, 0.835], [-2.056, -0.626, 1.858], [-3.296, -1.238, 2.899], [-1.604, 0.724, 2.080], [-0.560, 1.335, 1.304], [-0.079, 0.633, 0.257], [0.967, 0.996, -0.602], [1.220, 0.010, -1.489], [0.635, 0.379, -3.208], [2.929, -0.562, -1.198], [-1.610, -2.395, 0.614], [-2.041, 1.401, 2.792], [-0.020, 2.297, 1.650], [1.521, 1.186, -3.702], [3.020, -1.544, -2.178]]}

***

{"formula": "C16H17Br6N3O2", "method": "ωB97M-V with the def2-TZVPD basis set", "smiles": "O=[N+]([O-])c1ccccc1.c1cc[nH]c1.c1cc[nH]c1.BrC(Br)Br.BrC(Br)Br", "lumo_energy_ev": -0.97, "largest_force_ev_per_a": 3.8, "charge": 0, "symbols": ["O", "N", "O", "C", "C", "C", "C", "C", "C", "H", "H", "H", "H", "H", "C", "C", "C", "N", "C", "H", "H", "H", "H", "H", "C", "C", "C", "N", "C", "H", "H", "H", "H", "H", "Br", "C", "Br", "Br", "H", "Br", "C", "Br", "Br", "H"], "xyz": [[-0.990, -10.195, -0.026], [-1.544, -9.496, 0.785], [-1.974, -9.866, 1.894], [-1.960, -8.189, 0.291], [-2.877, -7.273, 0.939], [-3.309, -6.106, 0.372], [-2.624, -5.721, -0.775], [-1.603, -6.405, -1.390], [-1.235, -7.654, -0.806], [-3.346, -7.407, 1.903], [-4.047, -5.421, 0.764], [-2.891, -4.722, -1.088], [-0.879, -6.082, -2.123], [-0.370, -8.238, -1.084], [-2.554, 4.648, -4.746], [-2.260, 4.973, -6.051], [-2.970, 6.087, -6.444], [-3.564, 6.484, -5.304], [-3.368, 5.640, -4.285], [-2.311, 3.823, -4.091], [-1.687, 4.317, -6.689], [-3.089, 6.675, -7.343], [-4.020, 7.384, -5.363], [-3.849, 5.898, -3.353], [9.532, 2.534, 2.763], [8.426, 2.975, 2.051], [8.292, 4.309, 2.367], [9.070, 4.580, 3.477], [9.913, 3.549, 3.669], [9.941, 1.536, 2.817], [7.945, 2.312, 1.347], [7.697, 5.125, 1.984], [9.046, 5.483, 3.930], [10.591, 3.536, 4.510], [-0.570, 2.395, 3.219], [0.211, 2.348, 1.354], [-0.514, 0.693, 0.355], [2.238, 2.433, 1.293], [-0.080, 3.196, 0.733], [-8.023, 0.484, 4.695], [-6.363, 0.055, 3.652], [-6.659, 0.149, 1.726], [-5.693, -1.722, 4.215], [-5.678, 0.877, 3.859]]}

***

{"formula": "C7H16Cl3N2O3Y", "method": "ωB97M-V with the def2-TZVPD basis set", "e_above_lowest_kj_mol": 0.0, "lumo_energy_ev": -10.57, "largest_force_ev_per_a": 7.5, "charge": 2, "symbols": ["Y", "O", "H", "C", "O", "N", "C", "C", "H", "H", "H", "H", "H", "H", "H", "C", "O", "N", "C", "C", "H", "H", "H", "H", "H", "H", "H", "C", "Cl", "Cl", "Cl", "H"], "xyz": [[-24.085, 1.861, -20.282], [-25.859, 0.852, -19.465], [-26.683, 0.606, -19.001], [-26.361, 3.891, -18.441], [-25.250, 3.508, -18.895], [-26.879, 5.078, -18.688], [-28.314, 5.416, -18.304], [-26.209, 6.069, -19.483], [-27.018, 3.291, -17.793], [-28.816, 4.770, -17.585], [-28.952, 5.641, -19.159], [-28.275, 6.352, -17.746], [-25.143, 5.854, -19.550], [-26.767, 6.168, -20.414], [-26.381, 6.944, -18.857], [-29.139, 1.335, -18.084], [-29.702, 1.426, -16.993], [-29.681, 1.838, -19.201], [-28.846, 1.867, -20.361], [-30.891, 2.564, -19.190], [-28.183, 0.813, -18.246], [-28.012, 1.167, -20.315], [-28.351, 2.822, -20.539], [-29.402, 1.635, -21.269], [-31.553, 2.296, -20.014], [-31.402, 2.569, -18.228], [-30.706, 3.631, -19.316], [-24.653, -1.411, -17.328], [-26.327, -1.515, -16.670], [-24.015, -2.996, -17.745], [-23.609, -0.607, -16.122], [-24.586, -0.752, -18.194]]}

***

{"formula": "C5H8N2", "method": "ωB97M-V with the def2-TZVPD basis set", "e_above_lowest_kj_mol": 362.3, "lumo_energy_ev": [0.00, 0.04], "largest_force_ev_per_a": 3.1, "charge": 0, "symbols": ["C", "C", "C", "N", "C", "N", "C", "H", "H", "H", "H", "H", "H", "H", "H"], "xyz": [[-2.432, -0.369, -0.291], [-1.088, -0.185, -0.382], [-0.545, 1.140, -0.656], [0.670, 1.200, -0.253], [0.997, -0.054, 0.478], [2.403, -0.391, 0.244], [0.027, -0.996, -0.063], [-3.111, 0.427, -0.543], [-2.790, -1.329, 0.064], [0.631, 0.345, 1.648], [-1.077, 2.014, -1.021], [1.346, 1.945, -0.344], [2.881, -0.337, 1.124], [2.443, -1.352, -0.092], [-0.090, -1.956, 0.429]]}

***

{"formula": "C35H33ClN3O2", "method": "ωB97M-V with the def2-TZVPD basis set", "smiles": "Cc1cc(C)c(-n2cc[n+](C)c2/C([O-])=C/[C@H](c2ccccc2)[C@H](C(=O)c2ccccc2)[n+]2cccc(Cl)c2)c(C)c1", "lumo_energy_ev": -3.58, "largest_force_ev_per_a": 2.8, "charge": 1, "symbols": ["C", "C", "C", "C", "C", "C", "N", "C", "C", "N", "C", "C", "C", "O", "C", "C", "C", "C", "C", "C", "C", "C", "C", "C", "O", "C", "C", "C", "C", "C", "C", "N", "C", "C", "C", "C", "Cl", "C", "C", "C", "C", "H", "H", "H", "H", "H", "H", "H", "H", "H", "H", "H", "H", "H", "H", "H", "H", "H", "H", "H", "H", "H", "H", "H", "H", "H", "H", "H", "H", "H", "H", "H", "H", "H"], "xyz": [[-6.292, -2.634, 1.075], [-5.285, -1.524, 1.149], [-4.323, -1.520, 2.164], [-3.368, -0.503, 2.259], [-2.401, -0.508, 3.397], [-3.358, 0.493, 1.275], [-2.438, 1.586, 1.369], [-2.827, 2.899, 1.663], [-1.713, 3.644, 1.719], [-0.634, 2.813, 1.442], [0.741, 3.290, 1.477], [-1.077, 1.559, 1.206], [-0.333, 0.369, 0.764], [-0.910, -0.758, 0.748], [1.003, 0.559, 0.341], [1.925, -0.555, 0.132], [3.278, -0.273, 0.800], [3.680, -1.045, 1.884], [4.959, -0.855, 2.416], [5.816, 0.094, 1.850], [5.372, 0.907, 0.804], [4.075, 0.751, 0.293], [2.115, -0.743, -1.338], [0.768, -0.868, -2.027], [0.156, -1.920, -2.118], [0.183, 0.390, -2.634], [-1.213, 0.516, -2.611], [-1.822, 1.608, -3.226], [-1.044, 2.586, -3.857], [0.346, 2.446, -3.906], [0.966, 1.354, -3.293], [2.927, -1.992, -1.578], [4.215, -1.891, -1.979], [5.073, -2.964, -1.879], [4.610, -4.180, -1.381], [3.270, -4.282, -1.008], [2.614, -5.741, -0.388], [2.444, -3.170, -1.096], [-4.337, 0.546, 0.279], [-4.381, 1.663, -0.712], [-5.283, -0.486, 0.216], [-7.069, -2.396, 0.341], [-5.821, -3.584, 0.780], [-6.768, -2.797, 2.051], [-4.317, -2.311, 2.915], [-2.269, 0.486, 3.840], [-2.784, -1.185, 4.167], [-1.423, -0.888, 3.076], [-3.858, 3.167, 1.813], [-1.567, 4.688, 1.942], [0.761, 4.205, 2.083], [1.408, 2.544, 1.933], [1.101, 3.553, 0.470], [1.333, 1.545, 0.028], [1.482, -1.461, 0.574], [2.987, -1.797, 2.272], [5.276, -1.462, 3.265], [6.835, 0.210, 2.230], [6.025, 1.669, 0.368], [3.707, 1.402, -0.509], [2.684, 0.088, -1.765], [-1.803, -0.268, -2.133], [-2.909, 1.682, -3.230], [-1.524, 3.453, -4.312], [0.960, 3.179, -4.432], [2.047, 1.212, -3.355], [4.516, -0.905, -2.337], [6.104, -2.815, -2.184], [5.257, -5.038, -1.245], [1.395, -3.210, -0.822], [-5.149, 1.428, -1.459], [-4.650, 2.621, -0.244], [-3.427, 1.788, -1.243], [-6.039, -0.461, -0.570]]}

***

{"formula": "C5H7N3O3", "method": "ωB97M-V with the def2-TZVPD basis set", "e_above_lowest_kj_mol": 578.7, "lumo_energy_ev": -0.71, "largest_force_ev_per_a": 5.1, "charge": 0, "symbols": ["C", "C", "C", "C", "C", "N", "N", "N", "O", "O", "O", "H", "H", "H", "H", "H", "H", "H"], "xyz": [[1.059, 1.981, -0.479], [0.819, 1.879, 0.950], [0.442, -0.060, -0.358], [-1.476, -1.354, 0.618], [-0.863, -0.790, -0.720], [0.813, 0.913, -1.110], [0.408, 0.766, 1.336], [1.636, -1.019, -0.091], [1.310, -2.139, 0.107], [2.719, -0.498, -0.013], [-1.701, 0.170, -1.319], [1.394, 2.799, -1.080], [0.966, 2.644, 1.673], [-1.058, -2.346, 0.832], [-2.560, -1.514, 0.435], [-1.055, -0.779, 1.433], [-0.893, -1.564, -1.469], [-1.961, 0.911, -0.745]]}